No. 1
{
  "formula": "C2H2Cl2O2",
  "method": "ωB97M-V with the def2-TZVPD basis set",
  "e_above_lowest_kj_mol": 257.55,
  "gap_ev": 10.937,
  "total_energy_ha": -1148.20821,
  "total_charge": 0,
  "spin_multiplicity": 1,
  "symbols": ["Cl", "H", "Cl", "O", "O", "H", "C", "C"],
  "coordinates": [[-1.716569, 1.281685, 0.368165], [2.061471, 0.301864, -1.072574], [-2.154487, -1.478291, -0.307573], [1.555107, 0.600675, 0.771455], [0.281130, -0.197603, -0.854640], [-0.316452, -0.408725, 1.077880], [1.381566, 0.249480, -0.312786], [-1.091769, -0.349085, 0.330071]],
  "forces_ev_per_a": [[-0.125, -0.430, 0.085], [2.589, 0.125, -2.282], [0.247, -0.496, 0.279], [0.725, 1.330, 5.217], [-3.487, -1.106, 0.713], [-0.793, -1.121, 0.984], [-2.326, -0.933, -2.606], [3.170, 2.629, -2.389]],
  "nbo_charge": [0.05, 0.11, 0.14, -0.59, -0.56, 0.27, 0.64, -0.06]
}

No. 2
{
  "formula": "C48H55BrFN7O6",
  "method": "ωB97M-V with the def2-TZVPD basis set",
  "gap_ev": 7.485,
  "smiles": "C=CCc1c(CCCCCOC(C)=O)cc(Br)c2nc(CCCCCCOC(C)=O)c(C(=O)NC(=O)F)nc12.c1ccncc1.c1ccncc1.c1ccncc1.c1ccncc1",
  "total_energy_ha": -5370.47469,
  "total_charge": 0,
  "spin_multiplicity": 1,
  "symbols": ["H", "H", "C", "N", "C", "C", "C", "C", "C", "C", "H", "H", "H", "N", "H", "C", "H", "C", "H", "C", "H", "H", "C", "H", "H", "C", "C", "C", "H", "H", "C", "C", "C", "H", "C", "H", "C", "H", "H", "C", "H", "C", "H", "N", "H", "C", "H", "H", "C", "C", "H", "N", "H", "H", "C", "H", "C", "C", "H", "H", "H", "C", "H", "H", "C", "C", "H", "O", "C", "C", "H", "H", "C", "C", "H", "C", "C", "H", "O", "C", "H", "C", "O", "H", "H", "N", "N", "H", "H", "C", "H", "N", "C", "H", "H", "H", "H", "C", "H", "H", "C", "H", "C", "H", "C", "H", "C", "O", "H", "C", "C", "O", "O", "H", "C", "Br", "H", "F"],
  "coordinates": [[-0.507127, -0.446026, -0.644687], [9.287952, -0.391042, 1.851686], [-7.701709, -4.997191, 0.150763], [-1.492341, 4.650007, -1.049790], [5.434276, 4.386914, 3.121938], [3.949086, -5.925892, 2.095562], [7.339842, 2.977856, 3.427312], [-7.276355, 1.766560, 0.012050], [4.785349, -5.022524, 2.732690], [-2.244693, 2.492878, -2.140296], [-9.798553, 0.413501, -1.125052], [-7.214796, -3.236502, 1.293080], [-5.321517, 4.125278, -2.947809], [-7.435786, -6.348401, 2.575027], [-0.375956, -2.764060, -1.038264], [2.903184, -0.688332, -2.106741], [3.432895, -0.217721, -2.985784], [-0.455418, -0.681910, 1.526946], [2.907663, 1.306979, -0.584805], [0.262846, 4.360944, 0.663908], [4.845143, 5.259560, 3.372836], [4.921939, -0.721837, -1.230635], [2.162538, 1.266517, 2.189719], [-10.157314, -1.067675, -0.104371], [3.605735, -1.574176, -0.248080], [-7.251144, -5.025940, 2.485377], [-4.955267, 4.770290, -0.788366], [-0.678758, 2.305288, -0.506559], [4.958379, -5.081319, 3.802157], [-7.899660, -8.061949, 1.549348], [-3.150968, 1.818523, -3.238481], [1.150594, 2.048011, 1.298670], [0.232178, 1.451535, 0.343310], [-1.470312, 0.950383, -4.065081], [8.921247, -2.305851, -1.405337], [-6.992542, -4.531116, 3.415493], [-0.684031, 3.765665, -0.348323], [2.557760, -0.762691, 1.419606], [-8.371202, 1.993296, -0.067978], [3.764787, -5.796391, 0.727814], [3.998140, 0.078060, 2.085108], [3.624176, 0.696978, 0.024010], [-3.177131, 4.402492, -3.884157], [5.429735, -4.032779, 2.104164], [6.977808, 4.761481, 4.570481], [-4.726564, 4.870065, -2.342897], [-4.299497, 4.045786, -0.245932], [8.774397, -2.813728, -2.352689], [-2.738184, 1.538936, -5.586476], [-3.224663, 4.822654, -2.836003], [1.830154, 4.043133, 2.201415], [5.698681, 2.423750, 1.763155], [7.364081, 1.282280, 2.096086], [1.286752, -3.045106, -0.336162], [8.270744, -0.608987, -0.029867], [3.117679, -6.482076, 0.192925], [-7.753867, -6.991525, 1.446459], [0.169744, -0.093470, 0.177294], [4.097185, 3.690763, 1.580360], [-7.805347, -4.472141, -0.792053], [8.268574, 2.725733, 3.922379], [10.027225, -2.044362, 0.684201], [-0.092168, -1.680426, 1.899551], [-8.153603, -6.940649, -0.665208], [-6.450158, 4.213168, -0.579843], [3.876619, -0.646078, -0.836569], [-2.809069, 5.864721, -2.890581], [0.519969, -2.023559, -3.307684], [5.019798, 3.516921, 2.125888], [-7.373099, -4.306987, 1.306318], [-6.758842, 4.324426, 0.496925], [-5.320660, 2.253211, -0.815405], [9.205562, -0.956380, 0.932246], [-2.257409, 3.973184, -1.948208], [2.767223, 2.010934, 2.787837], [-8.055278, -0.456168, 0.011889], [0.636838, -3.211528, -1.245443], [-4.953177, 5.802920, -0.331799], [-4.352377, 1.864046, -3.247833], [4.419959, -4.777924, 0.053802], [0.538788, -4.298506, -1.484046], [1.268837, -2.367570, -2.421159], [2.628084, -2.062891, -2.479876], [4.300235, -4.644743, -1.013956], [-9.288728, -1.276648, -1.662606], [-1.481460, 1.636670, -1.416831], [8.115701, -1.260517, -1.187733], [-2.297032, 0.453973, 1.747297], [-6.890917, 1.857426, 1.066221], [5.237564, -3.929385, 0.784148], [3.455047, -6.709455, 2.655338], [-2.468897, 1.057699, -4.259989], [6.619751, 4.106970, 3.784480], [-6.669759, 2.444274, -1.981717], [5.774327, -3.118963, 0.300709], [4.624728, 1.202554, 0.060608], [1.558822, 0.694667, 2.951527], [-7.896437, -6.368306, 0.216872], [-5.136146, 5.877492, -2.661702], [1.975288, -0.069173, -1.943486], [-1.402508, 0.002101, 2.261806], [10.507882, -3.592105, -0.735498], [9.885088, -2.737011, -0.507421], [1.159152, -0.589811, 0.030843], [6.838267, 2.175984, 2.414853], [10.770074, -2.349257, 1.411994], [-6.373660, 2.650271, -0.918536], [-7.011171, 0.374046, -0.372961], [-1.342311, 0.112050, 3.374687], [-9.404946, -0.579832, -0.782188], [1.153080, 3.558896, 1.462771], [-7.920762, -1.164932, 0.985478], [-2.780274, 2.703551, -5.829770], [7.601648, 0.232807, 0.119334], [3.086422, 0.230451, 1.430119], [0.291370, 6.311655, 0.890824], [-7.182147, 4.701779, -1.277576], [-2.910896, 0.650581, -6.629396]],
  "forces_ev_per_a": [[0.759, 0.816, 0.318], [-0.015, -0.014, -0.025], [-0.015, 0.010, -0.057], [-0.427, -3.897, -1.144], [0.058, -0.044, 0.034], [-0.009, 0.023, -0.057], [-0.047, 0.066, 0.015], [1.211, 0.317, -0.257], [0.216, 0.288, -0.031], [0.627, -0.230, 0.666], [0.442, -0.954, 0.145], [-0.034, -0.110, 0.047], [0.670, 0.519, 1.055], [-0.041, 0.203, -0.348], [1.044, -0.613, -0.379], [1.328, 1.094, -0.017], [-0.584, -0.470, 0.847], [-0.343, 0.565, 0.427], [0.505, -0.254, 0.880], [0.608, -1.773, 0.428], [0.001, -0.029, -0.032], [-0.818, -0.061, 0.578], [-0.561, -0.007, 0.010], [0.890, 0.621, -0.549], [0.591, 1.019, -0.472], [-0.031, -0.393, 0.118], [-2.185, 0.243, -0.313], [1.236, -0.410, 1.370], [-0.043, -0.059, -0.013], [-0.006, 0.012, -0.072], [0.179, -0.105, 0.190], [-1.142, 1.466, -1.188], [0.966, 1.276, 0.315], [-0.313, -0.198, -0.293], [-0.270, 0.222, -0.088], [-0.006, 0.060, -0.052], [1.310, 0.477, 1.471], [0.571, 1.004, -0.315], [0.935, -0.077, 0.119], [-0.071, -0.061, -0.055], [-0.993, 0.067, -0.650], [0.434, -2.029, -0.950], [-0.156, 0.476, 1.044], [-0.272, -0.273, -0.192], [-0.015, -0.025, -0.034], [0.111, 0.555, -0.400], [-0.232, 0.896, -0.507], [0.048, -0.038, 0.033], [0.185, 0.885, -0.655], [0.570, -0.177, -0.082], [-0.655, -0.482, -0.715], [0.268, 0.327, 0.410], [0.058, 0.020, 0.101], [-0.710, -0.563, -0.795], [-0.166, -0.054, -0.305], [0.027, 0.020, 0.021], [0.069, 0.023, 0.349], [-1.784, -0.926, 0.896], [0.035, 0.067, -0.008], [0.012, -0.011, 0.034], [-0.027, -0.011, -0.031], [0.090, -0.036, 0.091], [0.616, 1.562, 0.112], [0.005, -0.014, 0.044], [1.212, -1.330, -0.093], [-1.211, 0.120, -0.770], [-0.261, -1.032, 0.228], [0.890, 0.103, 0.659], [0.049, -0.255, -0.207], [0.072, 0.043, -0.035], [0.176, 0.115, -1.059], [-1.112, 0.514, -0.033], [0.018, -0.057, -0.055], [-0.577, 0.437, -0.298], [-0.569, -0.755, -0.836], [-0.369, -1.017, 0.791], [1.101, 1.144, 0.515], [0.591, -1.133, -0.387], [0.806, 0.401, 0.062], [-0.051, -0.056, 0.019], [0.233, 0.987, 0.080], [-1.357, -0.566, -0.801], [-1.477, -0.128, 0.998], [0.020, 0.051, 0.030], [0.133, 0.934, 0.802], [-0.528, 3.263, -0.586], [0.242, -0.132, 0.294], [1.641, 0.760, 0.457], [-0.768, 0.078, -0.825], [0.193, 0.159, 0.303], [0.025, 0.035, 0.008], [0.022, 0.133, -0.138], [0.025, 0.060, 0.077], [0.278, 0.230, 0.958], [-0.035, -0.030, -0.069], [-1.305, -0.135, 0.440], [0.534, 0.481, -0.679], [0.000, 0.074, 0.000], [0.441, -1.072, 0.314], [0.703, -0.955, -0.092], [0.313, -0.654, -0.736], [-0.033, 0.024, -0.017], [-0.006, 0.057, 0.058], [-0.830, 0.699, 0.162], [-0.214, -0.067, -0.210], [-0.034, 0.008, -0.028], [-0.707, -0.164, 0.090], [-1.815, 0.094, -0.027], [-0.739, -1.273, -0.973], [0.164, 0.220, -0.095], [-2.047, -0.810, -2.077], [0.138, 0.689, -0.863], [-0.334, -0.704, -0.159], [0.022, 0.002, 0.025], [0.572, 0.870, 0.746], [-0.036, -1.500, -0.177], [0.666, -0.255, 0.849], [0.433, 0.499, 2.269]],
  "lowdin_charge": [0.10, 0.09, -0.08, 0.15, -0.06, -0.08, -0.06, -0.17, -0.16, -0.07, 0.08, 0.07, 0.10, 0.05, 0.09, -0.17, 0.13, -0.15, 0.10, -0.54, 0.10, 0.10, -0.14, 0.09, 0.09, -0.15, -0.19, -0.12, 0.10, 0.10, -0.35, -0.13, -0.09, 0.15, -0.16, 0.10, -0.21, 0.09, 0.13, -0.08, 0.12, -0.17, 0.11, 0.06, 0.11, -0.19, 0.10, 0.10, -0.43, -0.12, 0.09, 0.06, 0.08, 0.08, -0.16, 0.10, -0.17, -0.14, 0.09, 0.10, 0.10, -0.08, 0.10, 0.10, -0.18, -0.14, 0.12, 0.10, -0.15, -0.07, 0.11, 0.11, -0.07, -0.17, 0.10, -0.48, 0.01, 0.11, 0.13, -0.08, 0.09, -0.48, -0.06, 0.10, 0.09, 0.18, 0.05, 0.07, 0.14, -0.16, 0.10, 0.17, -0.07, 0.11, 0.09, 0.08, 0.12, -0.08, 0.12, 0.11, -0.01, 0.10, -0.07, 0.07, -0.13, 0.11, -0.18, -0.06, 0.07, 0.01, -0.05, 0.08, 0.17, 0.09, -0.19, 0.66, 0.11, 0.10]
}